# C23H29N3O2

The molecule C23H29N3O2 (ωB97M-V/def2-TZVPD, the Open Molecules 2025 dataset).

Geometry as ORCA input:
```
! wB97M-V def2-TZVPD RIJCOSX def2/J DEFGRID3
* xyz 0 1
C -6.435 1.995 -0.112
C -5.595 1.582 1.092
C -4.945 0.209 0.931
C -3.971 0.081 -0.244
C -2.799 1.079 -0.198
C -1.889 0.905 1.018
C -0.590 1.685 0.855
C -3.387 -1.331 -0.261
O -3.459 -2.106 0.668
N -2.774 -1.650 -1.431
C -1.804 -2.733 -1.494
C -0.461 -2.203 -1.055
C 0.361 -1.548 -1.989
C 1.531 -0.922 -1.627
C 1.874 -0.949 -0.277
C 1.073 -1.628 0.674
C 1.770 -1.447 1.897
N 2.859 -0.750 1.714
N 2.936 -0.440 0.411
C 3.990 0.328 -0.103
C 3.723 1.426 -0.906
C 4.759 2.189 -1.418
C 6.064 1.860 -1.108
C 6.345 0.769 -0.301
C 5.318 -0.018 0.206
O 5.488 -1.128 0.964
C 6.786 -1.478 1.372
C -0.108 -2.254 0.276
H -5.813 2.158 -0.989
H -6.967 2.920 0.098
H -7.166 1.225 -0.347
H -6.240 1.544 1.973
H -4.833 2.339 1.282
H -4.415 -0.052 1.847
H -5.728 -0.540 0.794
H -4.514 0.232 -1.183
H -3.189 2.099 -0.221
H -2.191 0.952 -1.100
H -1.654 -0.153 1.148
H -2.404 1.244 1.918
H 0.047 1.553 1.726
H -0.045 1.333 -0.020
H -0.791 2.747 0.732
H -2.650 -0.916 -2.112
H -2.153 -3.511 -0.814
H -1.774 -3.119 -2.516
H 0.059 -1.541 -3.028
H 2.159 -0.434 -2.357
H 1.502 -1.792 2.876
H 2.697 1.686 -1.115
H 4.543 3.041 -2.044
H 6.879 2.453 -1.494
H 7.374 0.532 -0.080
H 7.254 -0.679 1.954
H 6.666 -2.358 2.002
H 7.424 -1.730 0.517
H -0.738 -2.756 0.995
*
```

Calculated values
- Energy above the lowest of the compared OMol25 structures with the same formula, charge and spin: 186.2 kJ/mol
- Calculated total energy: -1208.5906 Eh
- Structure (SMILES): CCCC(CCC)C(=O)NCc1ccc2c(cnn2-c2ccccc2OC)c1